[1]
Computed, not measured: 3 unconnected molecules or ions with the total composition C5H12O3 in a non-equilibrium geometry, with ωB97M-V with the def2-TZVPD basis set.

Structure (XYZ):
```
20
Properties=species:S:1:pos:R:3
C -2.607 -1.227 1.031
C -1.262 -1.724 0.735
C -0.290 -0.917 0.177
C 1.026 -1.247 -0.051
C 2.113 -0.387 -0.534
O 2.026 -0.010 -1.879
H -2.701 -0.149 0.896
H -2.892 -1.474 2.065
H -3.359 -1.695 0.381
H -1.054 -2.769 0.972
H -0.631 0.122 0.154
H 1.282 -2.282 0.202
H 2.096 0.592 -0.002
H 3.065 -0.909 -0.450
H 1.709 0.972 -1.788
H 1.641 3.123 -1.469
O 1.482 2.265 -1.047
H -1.148 3.029 0.549
H 0.140 2.446 -0.303
O -0.636 2.241 0.359
```

HOMO-LUMO gap ... 5.383 eV
HOMO level ... -8.22 eV

[2]
Computed, not measured: 5 unconnected molecules or ions with the total composition C27H53N3O9P in a non-equilibrium geometry, with ωB97M-V with the def2-TZVPD basis set.

Structure (XYZ):
```
93
Properties=species:S:1:pos:R:3
O 31.371 10.972 -13.729
H 30.655 10.489 -13.197
H 31.300 10.784 -14.724
H 31.338 11.960 -13.576
C 27.267 9.115 -11.848
C 28.690 9.637 -11.702
C 29.012 9.675 -10.191
C 29.584 8.341 -9.677
C 30.758 7.908 -10.580
C 30.303 7.717 -12.034
N 29.740 8.996 -12.500
O 29.425 8.948 -13.859
C 29.255 6.576 -12.047
C 31.536 7.281 -12.811
C 28.696 11.174 -12.028
H 27.097 8.758 -12.866
H 26.508 9.871 -11.621
H 27.014 8.307 -11.154
H 28.155 9.967 -9.580
H 29.825 10.379 -9.989
H 28.871 7.522 -9.522
H 29.914 8.553 -8.651
H 31.052 6.946 -10.151
H 31.410 8.767 -10.406
H 28.330 6.894 -11.581
H 29.672 5.772 -11.429
H 29.125 6.202 -13.060
H 32.364 7.961 -12.599
H 31.261 7.227 -13.863
H 31.872 6.297 -12.469
H 28.663 11.279 -13.120
H 29.657 11.626 -11.774
H 27.869 11.653 -11.509
C 31.730 13.573 -16.386
C 32.401 12.504 -17.222
C 33.937 12.668 -17.088
C 34.798 11.503 -17.582
C 34.283 10.204 -16.951
C 32.782 9.966 -17.041
N 32.056 11.188 -16.622
O 30.673 10.964 -16.479
C 32.438 8.862 -16.047
C 32.403 9.516 -18.445
C 32.035 12.637 -18.674
H 30.705 13.751 -16.714
H 32.366 14.465 -16.419
H 31.630 13.283 -15.344
H 34.246 12.650 -16.034
H 34.184 13.672 -17.450
H 35.835 11.551 -17.239
H 34.753 11.357 -18.668
H 34.527 10.327 -15.883
H 34.875 9.315 -17.191
H 31.388 8.575 -16.070
H 32.692 9.221 -15.049
H 33.022 7.956 -16.249
H 32.614 8.463 -18.655
H 32.840 10.152 -19.220
H 31.322 9.632 -18.584
H 31.041 12.231 -18.895
H 32.773 12.203 -19.349
H 31.868 13.673 -19.010
C 38.503 9.608 -14.438
C 37.469 8.693 -14.149
C 36.270 9.142 -13.639
C 36.101 10.524 -13.436
C 37.084 11.411 -13.829
C 38.252 10.957 -14.421
N 34.776 11.031 -13.082
O 34.616 12.223 -13.250
O 33.903 10.274 -12.793
H 39.483 9.247 -14.728
H 37.698 7.666 -14.398
H 35.453 8.449 -13.495
H 36.934 12.477 -13.744
H 38.969 11.635 -14.863
C 30.930 15.063 -10.002
O 30.673 15.361 -11.378
P 31.537 14.839 -12.584
O 31.434 13.407 -12.884
O 33.024 15.270 -12.165
C 33.989 15.651 -13.117
O 31.082 15.842 -13.710
C 29.716 15.749 -14.169
H 30.654 15.965 -9.455
H 31.969 14.794 -9.829
H 30.232 14.288 -9.682
H 33.660 15.530 -14.157
H 34.907 15.058 -13.182
H 34.257 16.693 -12.938
H 29.195 16.648 -13.837
H 29.128 14.939 -13.733
H 29.799 15.637 -15.246
```

HOMO-LUMO gap ... 3.971 eV
Charge ... -1
HOMO level ... -2.24 eV

[3]
Computed, not measured: a molecular structure, C16H24N2O5RuS5 in a non-equilibrium geometry, with ωB97M-V with the def2-TZVPD basis set.

Structure (XYZ):
```
53
Properties=species:S:1:pos:R:3
Ru -0.454 -0.107 0.044
C -3.580 -0.905 1.955
C -2.686 -2.113 2.119
S -0.929 -1.642 2.299
C -0.229 -3.259 1.816
C 1.227 -3.147 1.421
S 1.543 -2.072 -0.013
C 0.909 -3.065 -1.423
C -0.185 -2.373 -2.223
S -1.673 -2.255 -1.168
C -2.759 -1.013 -1.949
C -3.829 -0.622 -0.937
S -3.159 0.191 0.566
H -3.495 -0.242 2.818
H -4.620 -1.214 1.855
H -2.759 -2.775 1.258
H -2.967 -2.659 3.020
H -0.829 -3.647 0.995
H -0.323 -3.923 2.676
H 1.635 -4.133 1.196
H 1.816 -2.701 2.222
H 0.558 -4.014 -1.015
H 1.760 -3.255 -2.076
H -0.427 -2.961 -3.108
H 0.109 -1.367 -2.515
H -3.219 -1.452 -2.835
H -2.157 -0.153 -2.232
H -4.417 -1.484 -0.619
H -4.490 0.112 -1.392
O -1.886 5.915 1.348
C -1.440 4.941 0.820
C -0.215 4.131 1.236
O 0.848 4.565 1.619
C -0.526 2.731 0.843
C -1.465 2.784 -0.268
O -1.695 1.820 -1.003
C -2.061 4.156 -0.349
O -2.846 4.574 -1.151
O -0.052 1.680 1.338
C 3.878 3.146 0.700
N 2.734 2.544 0.037
C 2.766 1.444 -0.696
S 1.348 0.920 -1.539
N 3.946 0.836 -0.833
C 4.257 -0.301 -1.685
H 3.557 4.092 1.123
H 4.679 3.337 -0.018
H 4.249 2.517 1.512
H 1.840 2.960 0.216
H 4.711 1.203 -0.288
H 3.430 -0.465 -2.366
H 4.418 -1.197 -1.089
H 5.158 -0.086 -2.259
```

⟨S²⟩ ... 0.782
Spin multiplicity ... 2
HOMO-LUMO gap (spin up / spin down) ... 4.582 / 4.608 eV
Charge ... +1
HOMO level (spin up / spin down) ... -9.73 / -9.63 eV

[4]
Computed, not measured: 2 unconnected molecules or ions with the total composition C3H6BrI in a non-equilibrium geometry, with ωB97M-V with the def2-TZVPD basis set.

Structure (XYZ):
```
11
Properties=species:S:1:pos:R:3
C -1.130 -0.524 0.360
C 0.137 -0.409 -0.167
C 1.198 -1.442 0.161
I 0.789 1.098 -1.570
H -1.866 0.224 0.307
H -1.583 -1.345 0.786
H 0.785 -2.294 0.747
H 1.789 -0.765 0.887
H 1.622 -1.882 -0.709
Br -1.337 4.093 -0.089
H -0.405 3.246 -0.712
```

Structure (SMILES) ... C=C(C)I.Br
HOMO-LUMO gap ... 9.548 eV
HOMO level ... -9.34 eV

[5]
Computed, not measured: C5H9N in the gas phase in a non-equilibrium geometry, with ωB97M-V with the def2-TZVPD basis set.

Structure (XYZ):
```
15
Properties=species:S:1:pos:R:3
C 2.169 1.001 -1.088
C 0.967 0.523 -1.281
C -0.156 0.737 -0.319
C -0.722 -0.271 0.319
C -1.586 -0.188 1.520
N -0.493 -1.613 -0.138
H 2.985 0.911 -1.823
H 2.630 1.414 -0.189
H 0.664 0.031 -2.192
H -0.358 1.809 -0.220
H -2.631 -0.460 1.329
H -1.735 0.893 1.726
H -1.231 -0.715 2.383
H -0.935 -2.293 0.478
H 0.431 -1.779 -0.506
```

Structure (SMILES) ... C=C/C=C(/C)N
HOMO-LUMO gap ... 9.133 eV
HOMO level ... -8.06 eV

Ordered DFT total energy results: -423.2728; -2243.1964; -3195.3060; -2989.5553; -250.6117; unit hartree.
Ordered relative energy (zero: lowest compared OMol25 entry of this formula, charge and spin) results: 113.6; 0.0; 81.4; 37.6; 34.6; unit kcal per mole.